30
Properties=species:S:1:pos:R:3:forces:R:3 method="wB97M-V/def2-TZVPD" e_tot_ha=-813.020546 homo_lumo_gap_ev=7.25 relative_energy_ev=3.964
H -1.64646 1.51189 2.16562 0.8662 -0.5096 1.2628
H 2.81579 -1.39226 -3.57281 2.6581 0.5145 -0.0673
H -0.88621 -0.85133 -3.78157 0.8709 0.6916 0.6344
C 0.37078 0.18961 1.24756 0.0416 1.5211 0.2706
C 1.60366 -1.23490 -0.41953 1.6415 -0.8815 0.4941
H -2.99081 1.75722 5.39424 0.9641 -0.4564 -0.2007
C 0.01206 0.41147 -1.13463 0.8876 1.8323 2.2073
N -2.62492 1.64683 4.44996 0.1583 -0.3727 -2.2263
C 1.90015 -1.83506 -3.43884 -2.8283 -0.2796 0.1644
C 1.37616 -0.85732 0.93432 0.8887 -3.3348 2.8925
H -2.31143 -0.22424 -2.18354 0.9516 1.0317 -0.1200
N -0.61296 0.76987 5.11813 1.2543 -1.0999 2.5250
C 1.02818 -0.59429 -1.41163 -2.0423 0.2040 -2.2303
H 1.53081 -2.02295 -4.46718 -0.1464 -0.0050 0.7027
H 0.14445 0.42355 -4.38711 0.7309 -0.1978 -0.0026
H -0.74377 1.86312 0.22244 -0.3147 -0.0870 0.2648
C -0.07496 -0.11324 -3.46438 0.0904 -1.9736 -0.3242
C -0.57163 0.85085 -2.42263 -1.4083 -0.1169 -0.0922
O 1.86151 -1.62006 1.83098 -1.0205 2.3696 -1.6478
N -0.97190 1.14626 2.88854 -0.2647 0.0922 -2.9818
N 1.05675 -0.80750 -2.78316 -0.3033 -0.0297 -0.1940
H 0.20749 0.31699 4.83848 1.3651 -0.7347 -0.5063
H 1.92806 -2.79167 -2.87135 0.0513 0.7243 -0.3204
N 0.06762 0.36385 2.48770 -0.9954 -0.0979 1.2331
H 2.24860 -2.08588 -0.55909 0.2476 -0.0251 -0.0055
C -1.46890 1.12070 4.18075 -2.8015 2.1587 1.7605
O -2.02881 0.71322 -2.31774 0.2780 0.8985 -0.3311
C -0.17988 0.94749 0.13309 0.0066 -1.6796 -2.7551
H -0.89035 0.54793 6.08212 -0.1871 0.4151 -1.1582
H -0.14908 1.84984 -2.75875 -1.6407 -0.5717 0.7515